1.
Formula: C23H30Br54IN6
Source: OMol25
Level of theory: ωB97M-V/def2-TZVPD

CARTESIAN COORDINATES (ANGSTROEM)
C: 3.315 -1.112 3.091
H: -0.513 7.069 -5.237
Br: 0.657 -3.955 0.826
C: 3.520 -12.988 -4.608
H: -1.597 1.744 -2.736
N: -0.307 1.520 -1.142
H: 1.347 4.381 1.586
Br: -3.394 -0.014 -4.100
N: 0.211 1.227 0.972
C: 0.122 1.284 -4.807
Br: 6.940 -2.935 4.051
Br: -4.609 3.980 0.165
Br: 1.610 -0.608 2.337
Br: 6.841 7.633 2.786
C: -3.757 -1.235 -5.562
Br: 4.100 -13.661 -6.321
Br: 3.649 8.674 -0.915
C: -0.508 1.863 -2.541
Br: -0.759 4.920 -6.438
C: 6.618 -4.093 2.544
Br: -9.643 -2.320 5.138
C: -8.752 -4.023 4.973
H: 2.040 2.689 1.782
Br: 9.528 -1.393 6.951
H: -4.018 -3.504 2.705
Br: -3.332 -2.072 0.771
N: 1.462 3.924 -1.260
Br: 4.024 -11.140 -4.358
H: 2.438 -13.028 -4.602
Br: 0.715 9.463 -1.942
C: -3.212 3.770 1.488
Br: -1.440 -5.708 2.483
C: 0.436 2.063 -0.106
Br: -7.845 1.228 1.396
H: 1.835 7.262 -1.815
C: 7.749 5.887 -1.092
C: -0.872 6.098 -4.916
Br: -0.092 -1.765 7.177
Br: 4.277 5.722 2.884
Br: -3.945 -3.891 -2.919
C: -1.571 -10.439 -2.862
H: 1.034 -5.678 2.565
Br: 6.687 4.505 -0.257
Br: -2.240 -11.234 -1.237
I: -2.216 -0.924 -1.479
Br: 3.901 8.891 2.669
H: 1.076 0.649 -3.061
H: 10.502 0.436 5.597
Br: 6.958 7.632 -0.858
Br: -3.839 2.843 3.057
C: 0.973 -3.133 8.029
Br: 2.807 -2.572 8.260
C: -4.353 -2.528 2.372
H: -8.786 -4.300 3.926
Br: -9.993 3.595 1.537
H: -1.265 -9.429 -2.620
H: 1.720 3.382 -2.082
Br: -5.643 -1.348 -5.946
H: 7.758 5.682 -2.155
Br: -6.237 -2.674 1.991
Br: 3.173 -1.493 4.976
C: 1.822 8.102 -1.133
H: 0.659 4.527 -1.480
C: 5.002 7.455 3.343
Br: 1.063 7.466 0.528
H: -3.438 -2.218 -5.237
H: 0.245 0.435 -5.499
C: -3.227 -5.416 -1.962
Br: -9.664 -5.411 5.955
C: -0.616 0.230 0.650
Br: 4.134 -14.099 -3.155
C: 9.876 -0.406 5.330
Br: 7.747 -3.653 1.044
Br: -5.168 6.352 -8.144
Br: 4.747 -4.106 2.054
Br: 10.857 -1.461 4.045
Br: -0.009 -11.359 -3.523
C: -8.207 3.029 1.995
Br: 8.251 0.310 4.571
C: 1.871 3.538 1.106
Br: -6.890 -3.903 5.467
N: -0.913 0.440 -0.641
Br: -6.264 7.739 -5.483
H: -0.271 2.907 -2.795
H: 4.990 7.527 4.423
H: -7.459 6.425 -7.208
Br: 0.283 5.515 -3.474
Br: -2.686 6.328 -4.316
H: 3.617 -2.033 2.602
Br: -4.098 -5.663 -0.258
H: -2.917 4.764 1.799
Br: -1.643 2.897 0.746
Br: -2.726 -0.796 -7.134
Br: -6.519 4.576 -5.854
C: 0.305 -4.881 2.487
Br: -3.284 -7.016 -3.035
H: 6.874 -5.099 2.851
Br: 9.580 5.846 -0.489
N: 0.144 0.873 -3.397
H: -7.521 3.682 1.469
H: 0.983 -3.988 7.363
Br: -2.946 -10.304 -4.212
N: 1.208 3.134 -0.153
H: -2.184 -5.203 -1.760
Br: -7.849 3.234 3.879
C: -6.492 6.292 -6.740
Br: -3.997 -1.289 3.806
H: -0.823 1.793 -5.058
Br: 0.550 -3.731 4.019
H: 0.966 1.981 -4.991
Br: 0.190 -3.719 9.692
H: 2.865 3.919 0.801
Br: 4.679 0.203 2.717
H: -0.985 -0.581 1.278

Properties
Lowest unoccupied orbital energy (eV): -3.88
Total charge: +1
DFT total energy (eV): -3823655.73835

Atomic partial charges in e from the Mulliken method, atoms 1 to 8: 0.529 0.389 -0.065 -0.096 0.331 0.883 0.172 -0.016

---

2.
Formula: C4H7NO
Source: OMol25
Level of theory: ωB97M-V/def2-TZVPD

CARTESIAN COORDINATES (ANGSTROEM)
H: -2.056 0.524 -0.372
C: 1.652 -0.224 0.238
H: 2.524 -0.170 0.880
H: -1.187 0.548 2.099
O: -0.714 1.837 0.404
H: 1.067 0.679 0.110
C: 0.112 -1.409 -1.177
H: -0.951 -0.110 2.353
H: 1.948 -2.232 -0.386
C: -1.416 1.418 -0.487
N: -0.868 -1.425 -1.795
H: -1.430 1.914 -1.472
C: 1.318 -1.349 -0.393

Properties
Lowest unoccupied orbital energy (eV): 0.40
SMILES: C=CC#N.[H][H].C=O
DFT total energy (eV): -7796.13684

Atomic partial charges in e from the Mulliken method, atoms 1 to 8: 0.312 -0.561 0.257 -0.147 -0.438 0.177 0.335 0.139

---

3.
Formula: C17H12ClF6N4O5ReS2Se2
Source: OMol25
Level of theory: ωB97M-V/def2-TZVPD

CARTESIAN COORDINATES (ANGSTROEM)
C: 3.382 -2.435 -1.828
C: -2.781 1.516 3.643
N: -0.916 2.013 -1.179
Re: -0.392 0.225 -0.079
S: -1.199 0.785 3.046
C: -2.046 2.589 -0.687
Se: 0.956 1.746 -3.386
C: 2.256 -0.198 1.700
H: -0.787 3.791 -4.030
C: -2.341 3.999 -2.575
N: 1.462 0.733 1.149
H: 4.223 -3.077 -2.051
C: 2.137 -2.962 -1.549
H: -2.879 4.761 -3.123
H: 4.292 1.756 3.560
H: 0.115 -2.478 -1.011
F: -3.801 0.960 3.005
F: -2.754 2.818 3.386
H: 4.461 -0.598 -2.140
N: -1.374 -0.714 3.343
H: -3.670 3.938 -0.877
S: -1.105 -1.959 2.413
F: -2.893 1.311 4.939
Se: 2.610 1.638 -1.795
F: -2.663 -3.260 0.795
C: -2.775 3.553 -1.342
O: -0.255 -1.619 1.265
C: 3.504 1.461 2.881
C: 1.096 -2.105 -1.251
C: 2.683 2.417 2.309
O: -0.725 -3.102 3.155
O: -1.269 1.135 1.583
H: 1.022 2.754 1.002
H: 3.894 -0.650 2.990
C: 3.526 -1.060 -1.859
H: -2.380 2.250 0.274
H: 2.049 -1.225 1.445
O: -0.138 1.436 3.733
F: -3.576 -2.703 2.681
C: 1.677 2.019 1.450
C: 2.432 -0.262 -1.571
C: -1.186 3.454 -3.084
C: -0.507 2.463 -2.386
C: -2.771 -2.310 1.708
C: 3.283 0.132 2.563
N: 1.241 -0.771 -1.223
O: -1.410 -0.778 -0.995
H: 1.957 -4.028 -1.549
F: -3.262 -1.206 1.149
Cl: 2.889 4.090 2.648

Properties
Lowest unoccupied orbital energy (spin up / spin down) (eV): -3.60 / -3.82
Total charge: +1
Spin multiplicity: 2
DFT total energy (eV): -217335.71501

Atomic partial charges in e from the Mulliken method, atoms 1 to 8: -0.390 0.528 0.152 1.957 1.266 -0.182 0.037 -0.272

---

4.
Formula: C5H13N2
Source: OMol25
Level of theory: ωB97M-V/def2-TZVPD

CARTESIAN COORDINATES (ANGSTROEM)
H: 0.144 -3.069 -1.697
N: 1.524 -1.319 0.314
H: -2.106 2.006 1.603
C: 0.734 1.085 -0.295
H: 0.778 1.391 -1.367
C: -0.560 1.719 0.205
H: 1.719 1.320 0.118
H: -0.376 2.800 0.159
C: -1.004 1.611 1.683
H: -1.411 1.406 -0.394
H: 2.480 -1.049 0.091
N: -0.384 -2.463 -1.054
H: -1.251 -2.834 -1.512
H: -0.658 -0.527 -2.135
H: -0.647 2.370 2.444
C: -0.192 -1.013 -1.284
C: 0.620 -0.417 -0.395
H: -0.766 0.703 2.250
H: -0.048 -2.477 -0.088
H: 1.405 -1.243 1.353

Properties
Lowest unoccupied orbital energy (eV): -3.54
Total charge: +1
SMILES: CCC/C(N)=C/[NH3+]
DFT total energy (eV): -8367.40537

Atomic partial charges in e from the Mulliken method, atoms 1 to 8: 0.312 -0.666 0.274 -0.805 0.296 -0.394 0.345 0.318

---

5.
Formula: C12H24O2
Source: OMol25
Level of theory: ωB97M-V/def2-TZVPD

CARTESIAN COORDINATES (ANGSTROEM)
C: 0.717 1.303 -0.174
H: 2.169 2.865 0.046
H: -3.688 0.094 -1.378
C: -6.691 -0.771 0.146
C: -4.189 -1.256 0.220
H: -7.644 -1.143 -0.223
H: -2.294 0.420 1.316
C: 3.256 1.036 -0.188
H: -6.723 -0.765 1.233
H: 0.561 0.282 0.174
H: 5.413 -2.809 0.082
H: -4.248 -1.234 1.311
C: -0.442 2.180 0.298
H: -5.511 -1.616 -1.440
H: -5.759 -2.688 -0.063
H: 2.060 1.790 1.436
C: 4.593 -1.087 -0.036
H: 4.178 1.537 0.112
H: 3.233 1.026 -1.279
C: -1.793 1.766 -0.285
H: -1.723 1.738 -1.375
H: -1.608 -0.376 -0.101
H: 0.735 1.289 -1.266
H: -6.572 0.252 -0.201
C: 2.058 1.820 0.344
C: -2.289 0.414 0.224
H: 2.484 -1.000 -0.076
H: -0.495 2.151 1.389
H: -3.459 -2.021 -0.055
C: -3.693 0.097 -0.285
C: 3.302 -0.400 0.325
O: 4.571 -2.384 0.313
C: -5.552 -1.654 -0.349
H: 3.216 -0.421 1.415
H: -4.374 0.886 0.041
H: -0.239 3.213 0.006
O: 5.546 -0.581 -0.561
H: -2.532 2.528 -0.023

Properties
Lowest unoccupied orbital energy (eV): 0.78
SMILES: CCCCCCCCCCCC(=O)O
DFT total energy (eV): -16929.48171

Atomic partial charges in e from the Mulliken method, atoms 1 to 8: -0.291 0.382 0.308 -1.154 -0.577 0.361 0.285 -0.549

---

6.
Formula: C4H5NO
Source: OMol25
Level of theory: ωB97M-V/def2-TZVPD

CARTESIAN COORDINATES (ANGSTROEM)
H: 0.424 -1.715 -0.449
O: 1.505 0.411 1.694
H: -1.231 1.233 1.474
C: 0.814 -0.690 -0.467
H: 0.089 1.222 -1.457
C: -0.169 0.352 -0.870
C: -0.720 0.573 0.761
C: 0.632 0.051 0.935
H: 1.820 -0.644 -0.890
H: -1.711 -0.885 -0.356
N: -1.452 0.092 -0.374

Properties
Lowest unoccupied orbital energy (eV): 0.98
DFT total energy (eV): -7763.69004

Atomic partial charges in e from the Mulliken method, atoms 1 to 8: 0.237 -0.602 0.389 -0.631 0.334 -0.052 -0.404 0.602

---

7.
Formula: C22H23CoN4O4S2
Source: OMol25
Level of theory: ωB97M-V/def2-TZVPD

CARTESIAN COORDINATES (ANGSTROEM)
O: 4.858 2.329 -0.366
H: 4.215 0.998 -0.713
Co: -0.788 0.369 -0.568
H: -0.498 4.587 -2.217
H: -3.500 -2.984 1.152
H: 1.099 0.415 -3.032
H: -5.084 1.703 1.094
C: -4.749 0.675 1.095
O: 3.749 0.161 -1.076
O: 0.486 -1.041 -0.999
C: -0.797 3.926 -1.403
C: 1.840 1.496 -0.691
S: -0.228 0.478 1.512
H: -1.563 -1.661 -2.415
N: -1.966 -1.267 -0.363
N: 0.493 1.769 -0.944
H: 0.154 -3.001 -1.507
H: -2.935 -2.571 -1.735
C: 2.408 -0.458 0.847
C: 3.648 -1.683 2.539
H: -3.097 -0.833 -2.089
C: -3.579 0.339 0.422
H: -1.609 -3.316 0.099
C: 2.573 -1.587 3.408
C: 2.517 2.684 -0.627
C: -5.456 -0.298 1.782
O: 4.018 4.421 -0.370
C: -5.003 -1.609 1.809
C: 1.319 -0.367 1.725
C: 1.735 -0.463 -2.883
C: 3.951 3.190 -0.426
C: 0.206 -2.393 -0.602
H: 1.838 4.623 -0.827
N: 1.564 3.648 -0.814
H: 1.369 -1.297 -3.481
H: 0.571 -0.885 3.665
C: 3.552 -1.126 1.276
C: -1.108 -2.348 0.171
H: -1.121 4.543 -0.564
H: -5.550 -2.362 2.359
H: -6.357 -0.027 2.316
H: 4.383 -1.185 0.589
N: 1.811 -0.885 -1.493
H: 1.021 -2.749 0.026
C: 1.419 -0.951 2.994
C: -3.144 -0.985 0.441
H: 4.558 -2.185 2.841
C: 2.465 0.104 -0.589
H: -0.919 -2.111 1.215
C: 0.372 3.091 -1.017
H: -1.643 3.340 -1.746
C: -3.844 -1.958 1.130
C: -2.418 -1.608 -1.741
H: 2.751 -0.225 -3.186
H: 2.625 -2.013 4.402
S: -2.611 1.542 -0.423

Properties
Lowest unoccupied orbital energy (spin up / spin down) (eV): -1.40 / -1.40
DFT total energy (eV): -96634.94601

Atomic partial charges in e from the Mulliken method, atoms 1 to 8: -0.775 0.682 -0.269 0.429 0.340 0.250 0.445 -0.776

---

8.
Formula: C2H9N3O
Source: OMol25
Level of theory: ωB97M-V/def2-TZVPD

CARTESIAN COORDINATES (ANGSTROEM)
H: -2.114 -1.818 0.229
H: 2.080 1.502 -0.759
H: -0.912 1.730 0.053
H: -1.958 0.710 0.749
C: 0.947 -0.446 -0.340
O: 1.643 -1.455 0.066
H: 2.654 0.496 0.468
N: -1.390 0.788 -0.096
N: 1.751 0.871 -0.027
N: -1.137 -1.544 0.394
H: 1.195 1.561 0.531
H: 1.614 -2.233 -0.509
C: -0.469 -0.372 0.021
H: -1.820 0.923 -1.003
H: -0.391 -2.247 0.437

Properties
Lowest unoccupied orbital energy (eV): -8.69
Total charge: +2
SMILES: N/C([NH3+])=C(/[NH3+])O
DFT total energy (eV): -8717.58581

Atomic partial charges in e from the Mulliken method, atoms 1 to 8: 0.268 0.368 0.378 0.408 0.387 -0.516 0.404 -0.244